The following is a quantum chemistry calculation of C6H14CrO4 as an isolated structure, from OMol25.

Atoms and positions in Å:
C: -2.209835 -0.125127 -1.443874
O: -1.163145 0.792713 -1.368877
C: -1.326259 1.769162 -0.305252
C: -0.026455 2.549840 -0.186232
O: 0.843355 1.912757 0.746497
C: 1.965984 0.052804 -0.022137
C: 1.434520 -1.126037 0.771911
O: 0.051487 -0.936963 1.049865
C: -0.628312 -2.110335 1.453623
Cr: -0.726394 0.949044 1.622672
H: -1.954288 -0.880344 -2.199930
H: -2.363939 -0.643356 -0.479985
H: -3.156843 0.360754 -1.741549
H: -2.154109 2.438547 -0.607484
H: -0.241301 3.595386 0.112806
H: 0.489759 2.615148 -1.169521
H: 2.623286 0.589280 0.682688
H: 1.269420 0.198063 -0.865826
H: 1.984026 -1.220663 1.723896
H: 1.547683 -2.055600 0.192101
H: -1.672667 -1.831938 1.643599
H: -0.566230 -2.867075 0.657663
H: -0.194650 -2.507280 2.384226
O: 3.267752 -0.514806 -0.943526
H: 2.907156 -1.003975 -1.707354

Force components x, y, z for each atom (eV/Å):
C -0.221 -0.158 -0.153
O 0.235 0.186 0.664
C 0.033 0.104 -0.210
C 0.428 0.279 -0.409
O -2.365 -0.086 1.556
C 3.418 -3.030 -2.081
C 0.675 -0.648 0.026
O -0.319 -0.265 0.235
C 0.056 -0.334 0.187
Cr 0.985 1.751 -1.967
H -0.042 0.221 0.136
H -0.065 0.112 -0.122
H 0.161 -0.151 0.159
H 0.098 -0.304 0.474
H -0.007 -0.338 0.041
H -0.211 -0.141 0.233
H -1.040 0.985 -1.392
H 0.411 1.473 0.975
H -0.190 -0.203 -0.242
H -0.021 0.210 0.147
H 0.181 -0.184 -0.157
H -0.136 0.142 0.249
H -0.069 -0.016 -0.226
O -2.016 0.034 1.347
H 0.020 0.361 0.529

Multiplicity: 5
HOMO energy (spin up / spin down): -7.425 / -7.908 eV
Energy relative to the best compared isomer or geometry (same formula, charge and spin): 0.0 kJ/mol
Expectation value of S²: 6.080
Kohn-Sham gap (spin up / spin down): 6.703 / 7.094 eV